{
  "formula": "C6H8N2O2",
  "method": "wB97M-V/def2-TZVPD",
  "elements": ["C", "C", "C", "C", "C", "C", "N", "N", "O", "O", "H", "H", "H", "H", "H", "H", "H", "H"],
  "xyz": [[2.221, 0.033, -0.172], [1.449, 1.058, -0.433], [0.172, -1.297, 0.263], [-0.559, -0.269, 0.141], [1.705, -1.332, 0.219], [-0.078, 1.084, -0.129], [-2.738, 0.756, 0.222], [-1.974, -0.396, 0.043], [-3.975, 0.797, 0.129], [-2.462, -1.468, -0.394], [3.265, 0.084, -0.499], [2.001, 2.083, -0.734], [-0.481, -2.191, 0.188], [2.025, -1.999, -0.545], [2.175, -1.675, 1.204], [0.042, 1.642, 0.894], [-0.562, 1.543, -1.033], [-2.225, 1.548, 0.635]],
  "e_tot_ev": -13420.2392,
  "charge": 0,
  "max_force_ev_per_a": 4.7,
  "homo_ev": [-8.431, -8.797],
  "relative_energy_kj_mol": 688.3,
  "lumo_energy_ev": [0.273, 0.017],
  "orbital_gap_ev": [8.7043, 8.8145]
}